Computed, not measured: a single C16H20N2O molecule, with the ωB97M-V functional and the def2-TZVPD basis.

Structure (ORCA input):
```
! RIJCOSX wB97M-V def2-TZVPD def2/J DEFGRID3
* xyz 0 1
C -1.735 -1.592 -3.534
C -1.325 -0.176 -3.163
C -1.345 0.861 -4.086
C -0.869 2.124 -3.765
O -0.907 3.135 -4.663
N -0.367 2.455 -2.591
C -0.321 1.496 -1.673
C 0.201 1.864 -0.436
C 0.410 0.912 0.516
C -0.025 -0.392 0.334
C -0.566 -0.813 -0.892
C -0.765 0.161 -1.908
C 0.214 -1.191 1.567
C -1.109 -1.714 2.103
C 1.167 -2.389 1.304
C 0.762 -0.128 2.611
C 2.028 -0.536 3.328
N 0.974 1.094 1.776
C 1.113 2.389 2.473
H -0.935 -2.306 -3.338
H -2.620 -1.874 -2.969
H -1.926 -1.606 -4.598
H -1.673 0.635 -5.091
H -0.461 3.863 -4.196
H 0.517 2.892 -0.272
H -0.864 -1.854 -0.984
H -1.819 -0.893 2.281
H -1.528 -2.395 1.328
H -1.007 -2.278 3.035
H 0.660 -3.192 0.755
H 1.547 -2.804 2.217
H 2.016 -2.037 0.702
H 0.029 0.042 3.403
H 2.801 -0.736 2.588
H 1.877 -1.438 3.941
H 2.371 0.261 3.963
H 1.831 2.319 3.305
H 0.135 2.692 2.859
H 1.515 3.152 1.769
*
```

Computed properties:
SMILES: Cc1cc(O)nc2cc3c(cc12)C(C)(C)[C@@H](C)N3C
Kohn-Sham gap: 8.0892 eV
HOMO level: -7.459 eV
ΔE to the lowest compared entry with this formula, charge and spin: 32.9 kJ/mol
maximum force: 2.5 eV/Å
LUMO level: 0.630 eV



Computed, not measured: a single C16H20N2O2 molecule, with the ωB97M-V functional and the def2-TZVPD basis.

Structure (ORCA input):
```
! RIJCOSX wB97M-V def2-TZVPD def2/J DEFGRID3
* xyz 0 1
C -3.474 -2.911 -0.115
C -3.751 -1.718 0.375
C -2.873 -0.961 1.327
C -2.537 0.397 0.771
C -3.063 1.551 1.324
C -2.767 2.799 0.801
C -1.938 2.892 -0.300
C -1.403 1.751 -0.874
C -1.695 0.500 -0.348
O -1.253 -0.696 -0.849
C -0.169 -0.775 -1.747
C 1.139 -1.022 -0.970
O 1.015 -2.188 -0.202
C 1.506 0.192 -0.084
N 2.823 0.054 0.465
C 3.154 -0.637 1.601
C 4.509 -0.561 1.708
N 5.017 0.153 0.668
C 3.995 0.505 -0.067
C 4.079 1.312 -1.311
H -4.138 -3.415 -0.796
H -2.571 -3.438 0.146
H -4.663 -1.206 0.094
H -1.959 -1.532 1.509
H -3.399 -0.836 2.277
H -3.712 1.471 2.185
H -3.182 3.688 1.249
H -1.701 3.857 -0.724
H -0.767 1.857 -1.740
H -0.374 -1.653 -2.367
H -0.083 0.099 -2.396
H 1.954 -1.208 -1.677
H 0.137 -2.174 0.205
H 0.787 0.271 0.738
H 1.463 1.108 -0.679
H 2.412 -1.110 2.210
H 5.152 -0.967 2.461
H 3.679 0.764 -2.164
H 5.123 1.542 -1.496
H 3.526 2.246 -1.207
*
```

Computed properties:
SMILES: C=CCc1ccccc1OC[C@H](O)Cn1ccnc1C
Kohn-Sham gap: 8.8903 eV
HOMO level: -8.290 eV
ΔE to the lowest compared entry with this formula, charge and spin: 316.4 kJ/mol
maximum force: 0.8 eV/Å
LUMO level: 0.600 eV



Computed, not measured: a single C16H20N2O2S molecule, with the ωB97M-V functional and the def2-TZVPD basis.

Structure (ORCA input):
```
! RIJCOSX wB97M-V def2-TZVPD def2/J DEFGRID3
* xyz 0 1
C 4.571 -2.743 -1.954
C 3.894 -3.918 -1.261
C 3.317 -3.549 0.106
C 2.184 -2.542 0.024
S 2.810 -0.826 0.020
O 4.144 -0.767 0.533
O 2.522 -0.208 -1.240
N 1.898 -0.112 1.230
C 0.557 0.238 1.196
C -0.232 -0.063 0.089
C -1.573 0.265 0.086
C -2.166 0.884 1.180
C -3.626 1.256 1.139
C -3.837 2.394 0.177
C -3.216 3.621 0.385
C -3.423 4.639 -0.531
N -4.184 4.510 -1.605
C -4.770 3.344 -1.807
C -4.631 2.259 -0.955
C -1.373 1.188 2.277
C -0.028 0.870 2.291
H 3.863 -1.945 -2.159
H 5.357 -2.335 -1.323
H 5.011 -3.065 -2.895
H 3.094 -4.309 -1.896
H 4.623 -4.719 -1.120
H 2.953 -4.457 0.594
H 4.106 -3.120 0.727
H 1.599 -2.653 -0.884
H 1.534 -2.595 0.892
H 2.440 0.202 2.016
H 0.222 -0.518 -0.776
H -2.172 0.036 -0.784
H -4.223 0.397 0.826
H -3.954 1.561 2.136
H -2.581 3.775 1.244
H -2.959 5.608 -0.402
H -5.383 3.277 -2.697
H -5.135 1.329 -1.168
H -1.808 1.677 3.137
H 0.578 1.113 3.152
*
```

Computed properties:
SMILES: CCCCS(=O)(=O)Nc1ccc(Cc2ccncc2)cc1
Kohn-Sham gap: 9.1359 eV
HOMO level: -8.534 eV
ΔE to the lowest compared entry with this formula, charge and spin: 186.5 kJ/mol
maximum force: 0.9 eV/Å
LUMO level: 0.602 eV



Computed, not measured: a molecular structure, C16H20N2O5, with the ωB97M-V functional and the def2-TZVPD basis.

Structure (ORCA input):
```
! RIJCOSX wB97M-V def2-TZVPD def2/J DEFGRID3
* xyz 0 1
O 3.577 3.733 3.309
C 2.858 3.682 2.247
O 1.650 4.233 1.991
H 1.336 4.112 1.224
C 3.395 3.210 1.174
H 4.663 2.931 1.325
H 3.658 3.800 0.334
C 2.762 1.937 0.609
C 1.476 2.197 -0.087
O 1.020 3.205 -0.148
N 0.928 1.077 -0.719
C 1.269 -0.200 -0.598
H 0.345 -0.898 0.132
C 1.501 -0.869 -2.050
N 0.232 -0.546 -2.806
C -0.031 0.693 -2.674
C -0.391 1.140 -1.128
H -1.104 0.615 -0.736
H -0.730 2.243 -1.404
H 0.698 1.320 -3.231
H -1.135 0.900 -3.285
C -0.450 -1.704 -2.944
C -1.433 -1.970 -1.751
C -2.524 -1.344 -1.497
C -3.644 -1.283 -0.518
C -3.076 -2.372 0.590
C -1.850 -3.020 0.638
C -1.062 -2.831 -0.831
H 0.010 -3.397 -0.728
O -1.559 -3.871 1.586
C -2.719 -3.571 2.291
O -3.658 -2.567 1.844
H -3.209 -4.596 2.515
H -2.364 -3.200 3.505
H -4.411 -0.918 -0.137
H -3.020 -0.657 -2.447
H -0.260 -2.524 -3.155
H -1.112 -1.632 -3.718
H 2.334 -0.258 -2.436
H 1.910 -1.855 -2.066
H 2.243 -0.650 0.132
H 3.767 1.230 -0.069
H 2.744 1.293 1.592
*
```

Computed properties:
Kohn-Sham gap: 8.0291 eV
HOMO level: -7.932 eV
ΔE to the lowest compared entry with this formula, charge and spin: 2015.5 kJ/mol
maximum force: 17.7 eV/Å
LUMO level: 0.097 eV



Number 1 is which compound?
C16H20N2O



Please write out number 3 again, unchanged.
Computed, not measured: a single C16H20N2O2S molecule, with the ωB97M-V functional and the def2-TZVPD basis.

Structure (ORCA input):
```
! RIJCOSX wB97M-V def2-TZVPD def2/J DEFGRID3
* xyz 0 1
C 4.571 -2.743 -1.954
C 3.894 -3.918 -1.261
C 3.317 -3.549 0.106
C 2.184 -2.542 0.024
S 2.810 -0.826 0.020
O 4.144 -0.767 0.533
O 2.522 -0.208 -1.240
N 1.898 -0.112 1.230
C 0.557 0.238 1.196
C -0.232 -0.063 0.089
C -1.573 0.265 0.086
C -2.166 0.884 1.180
C -3.626 1.256 1.139
C -3.837 2.394 0.177
C -3.216 3.621 0.385
C -3.423 4.639 -0.531
N -4.184 4.510 -1.605
C -4.770 3.344 -1.807
C -4.631 2.259 -0.955
C -1.373 1.188 2.277
C -0.028 0.870 2.291
H 3.863 -1.945 -2.159
H 5.357 -2.335 -1.323
H 5.011 -3.065 -2.895
H 3.094 -4.309 -1.896
H 4.623 -4.719 -1.120
H 2.953 -4.457 0.594
H 4.106 -3.120 0.727
H 1.599 -2.653 -0.884
H 1.534 -2.595 0.892
H 2.440 0.202 2.016
H 0.222 -0.518 -0.776
H -2.172 0.036 -0.784
H -4.223 0.397 0.826
H -3.954 1.561 2.136
H -2.581 3.775 1.244
H -2.959 5.608 -0.402
H -5.383 3.277 -2.697
H -5.135 1.329 -1.168
H -1.808 1.677 3.137
H 0.578 1.113 3.152
*
```

Computed properties:
SMILES: CCCCS(=O)(=O)Nc1ccc(Cc2ccncc2)cc1
Kohn-Sham gap: 9.1359 eV
HOMO level: -8.534 eV
ΔE to the lowest compared entry with this formula, charge and spin: 186.5 kJ/mol
maximum force: 0.9 eV/Å
LUMO level: 0.602 eV



Copy entry 2 word for word.
Computed, not measured: a single C16H20N2O2 molecule, with the ωB97M-V functional and the def2-TZVPD basis.

Structure (ORCA input):
```
! RIJCOSX wB97M-V def2-TZVPD def2/J DEFGRID3
* xyz 0 1
C -3.474 -2.911 -0.115
C -3.751 -1.718 0.375
C -2.873 -0.961 1.327
C -2.537 0.397 0.771
C -3.063 1.551 1.324
C -2.767 2.799 0.801
C -1.938 2.892 -0.300
C -1.403 1.751 -0.874
C -1.695 0.500 -0.348
O -1.253 -0.696 -0.849
C -0.169 -0.775 -1.747
C 1.139 -1.022 -0.970
O 1.015 -2.188 -0.202
C 1.506 0.192 -0.084
N 2.823 0.054 0.465
C 3.154 -0.637 1.601
C 4.509 -0.561 1.708
N 5.017 0.153 0.668
C 3.995 0.505 -0.067
C 4.079 1.312 -1.311
H -4.138 -3.415 -0.796
H -2.571 -3.438 0.146
H -4.663 -1.206 0.094
H -1.959 -1.532 1.509
H -3.399 -0.836 2.277
H -3.712 1.471 2.185
H -3.182 3.688 1.249
H -1.701 3.857 -0.724
H -0.767 1.857 -1.740
H -0.374 -1.653 -2.367
H -0.083 0.099 -2.396
H 1.954 -1.208 -1.677
H 0.137 -2.174 0.205
H 0.787 0.271 0.738
H 1.463 1.108 -0.679
H 2.412 -1.110 2.210
H 5.152 -0.967 2.461
H 3.679 0.764 -2.164
H 5.123 1.542 -1.496
H 3.526 2.246 -1.207
*
```

Computed properties:
SMILES: C=CCc1ccccc1OC[C@H](O)Cn1ccnc1C
Kohn-Sham gap: 8.8903 eV
HOMO level: -8.290 eV
ΔE to the lowest compared entry with this formula, charge and spin: 316.4 kJ/mol
maximum force: 0.8 eV/Å
LUMO level: 0.600 eV



The lowest LUMO level belongs to which entry?
C16H20N2O5